The following is a DFT calculation (wB97M-V/def2-TZVPD) of 3 unconnected molecules or ions with the total composition C26H45N2O5S.

```
79
Properties=species:S:1:pos:R:3:mulliken_charge:R:1
O 4.2239 -0.4901 -2.7201 -0.7193
S 4.5046 -0.2162 -1.3158 1.2959
O 4.8953 -1.4479 -0.6238 -0.7392
O 5.5005 0.8159 -1.1225 -0.7795
C 3.0244 0.3793 -0.4614 -0.5225
C 1.9095 0.8734 -1.4356 -1.3640
C 0.6835 -0.0192 -1.2169 0.6379
C 0.6822 -1.2493 -1.8598 -0.2455
C -0.3895 -2.1020 -1.6584 -0.7288
C -1.4110 -1.6848 -0.8239 -0.4489
C -1.4155 -0.4702 -0.1847 -0.5552
C -0.3390 0.3916 -0.3856 -0.4020
H 3.2435 1.1677 0.2643 0.4150
H 2.6436 -0.4597 0.1303 0.2125
H 2.2149 0.7658 -2.4809 0.4579
H 1.6476 1.9238 -1.2664 0.4101
H 1.5412 -1.5116 -2.4764 0.4801
H -0.3854 -3.0784 -2.1357 0.4163
H -2.2397 -2.3731 -0.6495 0.3376
H -2.2100 -0.1231 0.4708 0.4109
H -0.2520 1.3608 0.0996 0.3969
C -4.6940 1.5361 -5.7055 -1.7818
C -4.3732 0.5901 -4.5295 1.7839
C -5.4871 -0.4517 -4.4038 -1.2651
C -6.7832 0.1310 -3.8447 -0.4751
C -6.5237 0.8363 -2.5155 -1.2708
C -5.3972 1.8742 -2.5774 1.8513
N -4.1769 1.3606 -3.2664 0.2067
O -3.5279 0.6010 -2.4307 -0.3501
C -5.9008 3.1525 -3.2806 -1.7554
C -5.0875 2.3325 -1.1500 -1.8967
C -3.0788 -0.1057 -4.9582 -1.8761
H -4.6150 0.9978 -6.6511 0.4624
H -5.7048 1.9375 -5.6882 0.2955
H -3.9902 2.3691 -5.7427 0.3744
H -5.1594 -1.2677 -3.7513 0.3409
H -5.6822 -0.9029 -5.3799 0.3764
H -7.2395 0.8195 -4.5620 0.3120
H -7.5067 -0.6741 -3.6960 0.3778
H -7.4447 1.3153 -2.1729 0.3621
H -6.2790 0.0756 -1.7668 0.3639
H -5.0734 3.8322 -3.4910 0.3818
H -6.6057 3.6871 -2.6421 0.4654
H -6.4363 2.9618 -4.2082 0.2917
H -4.8243 1.5027 -0.4954 0.3155
H -5.9644 2.8120 -0.7132 0.4462
H -4.2687 3.0541 -1.1365 0.4565
H -2.2587 0.6093 -5.0420 0.4715
H -3.2123 -0.5774 -5.9326 0.4362
H -2.7768 -0.8910 -4.2663 0.3191
C 5.4320 -2.6486 4.4129 -1.9443
C 4.8075 -1.5962 3.4703 1.8911
C 5.6548 -0.3235 3.5029 -1.1495
C 5.5025 0.4569 4.8076 -0.5460
C 4.0312 0.7572 5.0871 -1.2905
C 3.1300 -0.4825 5.0423 1.8805
N 3.3812 -1.3350 3.8436 0.1916
O 2.7847 -0.7805 2.8267 -0.4009
C 3.3189 -1.3130 6.3293 -1.7622
C 1.6720 -0.0199 5.1098 -1.9009
C 4.9167 -2.2294 2.0801 -1.6251
H 6.3835 -2.9929 4.0062 0.4494
H 5.6649 -2.2746 5.4094 0.3220
H 4.7828 -3.5205 4.5130 0.3655
H 5.3762 0.3274 2.6682 0.2595
H 6.7061 -0.5766 3.3508 0.4430
H 5.9455 -0.0945 5.6431 0.3179
H 6.0590 1.3946 4.7344 0.3925
H 3.9390 1.2426 6.0633 0.3584
H 3.6844 1.4882 4.3492 0.3750
H 2.8241 -2.2821 6.2431 0.3729
H 2.8778 -0.7978 7.1848 0.4649
H 4.3604 -1.4789 6.5953 0.2981
H 1.4212 0.6791 4.3130 0.3377
H 1.4873 0.4979 6.0524 0.4375
H 0.9861 -0.8675 5.0523 0.4554
H 4.3100 -3.1369 2.0148 0.4618
H 5.9490 -2.5060 1.8659 0.3417
H 4.6110 -1.5572 1.2811 0.2164
```

Values from the calculation:
Strongest force on any atom, eV/Å: 2.7
Net charge: -1
2S+1: 3
Expectation value of S²: 2.01
Gap between HOMO and LUMO (spin up / spin down), Eh: 0.2536 / 0.2449
HOMO energy (spin up / spin down), Ha: -0.1750 / -0.1750
Lowest unoccupied orbital energy (spin up / spin down), Eh: 0.0786 / 0.0700
Energy above the lowest of the compared OMol25 structures with the same formula, charge and spin, eV: 0.4487


The following is a DFT calculation (wB97M-V/def2-TZVPD) of a molecular structure, C26H46BF2N7O4S.

```
87
Properties=species:S:1:pos:R:3:mulliken_charge:R:1
C -1.4898 -3.4484 -3.0915 -1.0379
N -1.2682 -1.9583 -3.2011 -0.2389
C -2.0021 -1.5269 -4.4175 -1.1574
B -1.8210 -1.2696 -2.0282 0.9511
O -3.1880 -1.0497 -1.9543 -0.6793
C -0.8022 -0.7539 -0.8916 0.0709
C -0.6577 0.5716 -0.5928 -0.1728
C -1.5550 1.5292 -1.3891 -1.3402
N -0.9698 1.6334 -2.7670 -0.5141
C 0.2662 1.0798 0.4269 0.5878
C 0.3483 2.5819 0.6591 -1.5929
C -0.6448 2.9736 1.8525 0.7557
C -1.1804 4.5233 1.7899 -1.1712
O -2.0010 3.2123 1.4780 -0.4422
C 1.0382 0.1620 1.1454 -1.0264
N 2.0104 0.3929 2.2231 0.3276
C 1.3830 0.6681 3.4674 0.4332
O 0.2631 0.3062 3.6762 -0.3991
F 2.0058 1.2822 4.5165 -0.2642
C 3.1357 1.2084 1.8157 0.5092
O 3.9052 0.7671 1.0210 -0.4661
F 3.3604 2.4527 2.2767 -0.1435
C 0.8664 -1.2178 0.8302 1.5096
N 1.5041 -2.2429 1.3997 -0.6700
S 1.0246 -3.6204 0.7331 0.0883
N -0.0574 -3.0559 -0.3591 -0.4971
C -0.0287 -1.7521 -0.1917 0.3713
H -0.5101 -3.9347 -3.1754 0.2649
H -1.9843 -3.6697 -2.1341 0.3002
H -2.1653 -3.7587 -3.8998 0.4290
H -1.6038 -2.1167 -5.2595 0.3725
H -1.8811 -0.4488 -4.6085 0.3049
H -3.0870 -1.7477 -4.3685 0.3669
H -3.3756 -0.9309 -1.0115 0.4055
H -1.5890 2.5312 -0.9408 0.3738
H -2.5935 1.1751 -1.4221 0.3776
H -0.8626 2.6222 -2.9812 0.3070
H -0.0116 1.2976 -2.6873 0.2982
H -0.0371 3.1653 -0.1843 0.7527
H 1.3417 2.9554 0.9386 0.4241
H -0.4171 2.5509 2.8451 0.5534
H -0.3204 4.7086 1.0504 0.2245
H -1.8990 4.9899 1.0924 0.4407
C 0.9593 -7.3539 -2.9901 -1.3031
C -0.2180 -7.9664 -3.7333 -0.3877
N -0.7162 -7.1527 -4.8287 0.2947
C -1.9698 -7.6460 -5.3812 -0.7097
C -1.9641 -9.0140 -6.0732 -1.0551
C 0.2716 -6.7420 -5.8146 -0.7816
C 1.0316 -7.8420 -6.5676 -1.0968
H 0.6987 -6.3780 -2.5754 0.2109
H 1.2497 -8.0048 -2.1635 0.4359
H 1.8358 -7.2387 -3.6295 0.3068
H -1.0280 -8.1003 -3.0099 0.4280
H 0.0657 -8.9759 -4.0680 0.2480
H -2.3660 -6.9011 -6.0773 0.3528
H -2.6986 -7.6844 -4.5647 0.4332
H -1.5303 -8.9609 -7.0706 0.2406
H -2.9922 -9.3623 -6.1965 0.4015
H -1.4313 -9.7725 -5.4989 0.2681
H 1.0048 -6.1013 -5.3175 0.3652
H -0.2084 -6.0817 -6.5425 0.4387
H 1.3329 -8.6624 -5.9150 0.2417
H 1.9402 -7.4241 -7.0069 0.3877
H 0.4434 -8.2478 -7.3889 0.2935
C 2.2534 5.3724 4.7286 -1.3968
C 1.7014 6.7832 4.7824 -0.3893
N 0.4541 6.9011 5.5174 0.1570
C -0.1849 8.1978 5.3501 -0.6762
C 0.5403 9.4351 5.8930 -0.9705
C 0.4741 6.3917 6.8795 -0.7050
C 1.4756 7.0136 7.8622 -0.9764
H 1.5506 4.6767 4.2660 0.2365
H 3.1686 5.3595 4.1334 0.4763
H 2.5073 5.0114 5.7266 0.3276
H 1.5329 7.0830 3.7430 0.4236
H 2.4576 7.4768 5.1803 0.2170
H -1.1864 8.1564 5.7877 0.3902
H -0.3521 8.3479 4.2784 0.3553
H 0.4489 9.5151 6.9752 0.2183
H 0.0860 10.3353 5.4725 0.4067
H 1.5980 9.4516 5.6283 0.2684
H 0.6608 5.3154 6.8392 0.3516
H -0.5318 6.4710 7.3013 0.3807
H 2.4539 7.1821 7.4101 0.2499
H 1.6202 6.3420 8.7116 0.3696
H 1.1110 7.9566 8.2658 0.2849
```

Values from the calculation:
Strongest force on any atom, eV/Å: 4.2
Net charge: 0
Gap between HOMO and LUMO, Eh: 0.2513
HOMO energy, Ha: -0.2961
Lowest unoccupied orbital energy, Eh: -0.0448